Entry 1:
Computed, not measured: the ion C3H8NO2 with charge -1 in a non-equilibrium geometry, with ωB97M-V/def2-TZVPD.

```
14
Properties=species:S:1:pos:R:3:mulliken_charge:R:1
O 2.33216 -0.64881 -0.24698 -0.8943
O -1.58590 -0.95731 -1.14393 -0.5632
N -0.91853 0.81009 1.05344 -0.6532
C 0.05029 -0.11116 0.41462 0.3531
C -0.16718 -0.44938 -1.05833 -0.5891
C 1.54790 0.13724 0.64995 -0.5402
H -0.81447 1.73936 0.71548 0.2443
H -1.87491 0.52281 0.88653 0.2322
H 1.55157 1.24081 0.33490 0.1264
H 0.35129 -1.35913 -1.38163 0.2225
H -2.25299 -0.29276 -1.30051 0.2572
H 1.82814 0.11152 1.66955 0.3194
H -0.12471 -1.12364 1.03560 0.1343
H 0.07733 0.38035 -1.62870 0.3506
```

Output
Highest occupied orbital energy   -2.28 eV
E_tot   -324.28630 Eh
SMILES   N[C@H](C[O-])CO
ΔE to the lowest compared entry with this formula, charge and spin   338.9 kJ/mol
Net charge   -1
Gap between HOMO and LUMO   6.05 eV


Entry 2:
Computed, not measured: the ion C3H8NO2 with charge -1 in a non-equilibrium geometry, with ωB97M-V/def2-TZVPD.

```
14
Properties=species:S:1:pos:R:3:mulliken_charge:R:1
O 0.60015 2.36838 0.15817 -0.5600
O 1.62382 -1.62032 -0.35986 -0.8245
N -1.53036 0.10073 0.27814 -0.5927
C -0.11826 -0.01274 -0.21595 0.0728
C 0.33671 -1.51663 -0.15379 -0.4811
C 0.92175 0.91724 0.44100 -0.2165
H -0.08221 -1.93599 0.92287 0.0876
H -0.25267 -2.18690 -0.97631 0.1678
H -2.18239 0.42901 -0.49538 0.2430
H -0.12727 2.36648 -0.53371 0.2912
H 0.95808 0.79995 1.55352 0.1906
H -1.75239 -0.74499 0.71282 0.2169
H 1.91726 0.94676 -0.01839 0.1965
H -0.31220 0.08903 -1.31316 0.2085
```

Output
Highest occupied orbital energy   -2.57 eV
E_tot   -324.28239 Eh
SMILES   N[C@H](C[O-])CO
ΔE to the lowest compared entry with this formula, charge and spin   349.2 kJ/mol
Net charge   -1
Gap between HOMO and LUMO   6.62 eV


Entry 3:
Computed, not measured: the molecule C3H8NO2 in a non-equilibrium geometry, with ωB97M-V/def2-TZVPD.

```
14
Properties=species:S:1:pos:R:3:lowdin_spin:R:1
O -0.10471 1.78130 -2.05873 0.7869
O -0.51559 -1.75804 1.21041 0.0003
N -0.62640 0.85414 0.07104 0.0034
C 0.60637 0.40823 0.70425 0.0037
C 0.68636 -1.15315 0.74609 0.0028
C -0.62078 0.74831 -1.36781 0.1102
H -1.66634 0.62903 -1.70565 0.0539
H 0.84103 -1.45867 -0.29139 0.0015
H 1.50351 0.63062 0.18172 0.0009
H -1.23081 -1.55067 0.59722 0.0001
H -0.79226 1.81035 0.36058 -0.0012
H -0.19200 -0.21763 -1.67364 0.0373
H 0.68873 0.72493 1.74288 0.0000
H 1.42290 -1.44874 1.48303 0.0002
```

Output
Highest occupied orbital energy (spin up / spin down)   -9.65 / -9.60 eV
E_tot   -324.23728 Eh
ΔE to the lowest compared entry with this formula, charge and spin   71.3 kJ/mol
Spin multiplicity   2
<S²>   0.7543
Gap between HOMO and LUMO (spin up / spin down)   10.53 / 7.84 eV


Entry 4:
Computed, not measured: a cluster of 2 separate species, C3H8NO2 in total in a non-equilibrium geometry, with ωB97M-V/def2-TZVPD.

```
14
Properties=species:S:1:pos:R:3:mulliken_charge:R:1
O -0.90550 -0.58422 0.15007 -0.3029
O -3.60064 0.47976 0.25062 -0.2784
N 0.13747 -0.26556 -0.38130 -0.0064
C 2.16624 0.67705 0.09705 -1.2055
C -3.15565 -0.63769 -0.13994 0.2091
C 1.39785 -0.62350 0.31716 -0.0881
H 1.38934 -0.88844 1.42482 0.3123
H -2.83833 -1.17831 0.76305 0.2248
H -3.38824 -1.20067 -1.14227 0.3410
H 2.12584 1.46148 0.81089 0.3846
H 1.87973 -1.47399 -0.41326 0.2624
H 3.20365 0.36846 0.08981 0.3243
H -4.13414 1.10865 -0.24622 0.4143
H 1.93852 1.19833 -0.77335 0.4086
```

Output
Highest occupied orbital energy   -13.83 eV
E_tot   -323.89038 Eh
ΔE to the lowest compared entry with this formula, charge and spin   622.0 kJ/mol
Net charge   +1
Gap between HOMO and LUMO   8.13 eV


Entry 5:
Computed, not measured: the ion C3H8NO2 with charge +1 in a non-equilibrium geometry, with ωB97M-V/def2-TZVPD.

```
14
Properties=species:S:1:pos:R:3:mulliken_charge:R:1
O 0.49787 0.00025 2.70983 -0.4676
O -0.13661 -1.13264 0.85728 -0.4101
N 0.24250 -0.46418 -1.74647 -0.3008
C -0.57777 0.25357 0.51686 0.0095
C 0.63671 -0.08144 1.35791 0.0953
C -0.32105 0.69397 -0.96010 -0.9401
H 0.12355 -0.29384 -2.73344 0.3416
H 1.68923 0.00520 1.18007 0.3470
H -0.37332 -1.29868 -1.55831 0.3847
H -0.49026 0.09461 2.84460 0.3151
H -1.32537 0.85360 -1.32816 0.4182
H -1.44105 0.50022 1.09704 0.4459
H 0.29348 1.55218 -0.92139 0.3986
H 1.18208 -0.68283 -1.31574 0.3626
```

Output
Highest occupied orbital energy   -14.44 eV
E_tot   -324.01439 Eh
SMILES   [NH3+]C[C@H]1O[C@@H]1O
ΔE to the lowest compared entry with this formula, charge and spin   296.4 kJ/mol
Net charge   +1
Gap between HOMO and LUMO   10.42 eV


Entry 6:
Computed, not measured: the ion C3H8NO2 with charge +1 in a non-equilibrium geometry, with ωB97M-V/def2-TZVPD.

```
14
Properties=species:S:1:pos:R:3:mulliken_charge:R:1
O 0.91501 0.11736 -0.46913 -0.3601
O -0.27016 -1.17790 1.17221 -0.3810
N -1.21123 0.86086 0.11976 -0.2685
C 0.83781 -0.57004 -1.72240 -0.6220
C 0.34423 -0.17843 1.91731 -0.5588
C 0.01422 -0.00419 0.47227 0.6918
H -1.91664 0.32781 -0.50599 0.3977
H 1.30921 0.11232 -2.54559 0.2470
H 1.43471 -1.51126 -1.82432 0.2789
H -0.80069 1.60087 -0.46393 0.3795
H -1.71796 1.23589 0.90625 0.3472
H -0.16090 -0.67228 -1.94405 0.3344
H -0.27300 0.22194 2.70379 0.2766
H 1.49539 -0.36296 2.18381 0.2372
```

Output
Highest occupied orbital energy   -15.72 eV
E_tot   -323.99791 Eh
SMILES   CO[C@]1([NH3+])CO1
ΔE to the lowest compared entry with this formula, charge and spin   339.6 kJ/mol
Net charge   +1
Gap between HOMO and LUMO   11.83 eV


Entry 7:
Computed, not measured: the ion C3H8NO2 with charge +1 in a non-equilibrium geometry, with ωB97M-V/def2-TZVPD.

```
14
Properties=species:S:1:pos:R:3:lowdin_spin:R:1
O 1.67360 1.19034 0.14240 0.2313
O 0.68721 -1.34016 0.74367 0.1504
N -1.62939 0.05012 0.22421 0.5807
C 0.67680 0.46775 -0.18208 0.5705
C -0.67395 1.03123 0.22436 0.2109
C 0.70448 -0.95625 -0.60901 0.0589
H -0.09570 -1.38766 -1.25111 0.0070
H -0.64003 1.92271 -0.51877 0.1114
H 1.59064 -1.38106 -1.04502 0.0087
H -0.62678 1.50585 1.18320 0.0298
H -1.57269 -0.62762 -0.45761 0.0159
H 2.60091 0.84726 -0.15907 0.0036
H -2.53654 0.35056 0.50491 0.0148
H -0.15858 -1.67308 1.19991 0.0059
```

Output
Highest occupied orbital energy (spin up / spin down)   -10.66 / -15.01 eV
E_tot   -323.86217 Eh
ΔE to the lowest compared entry with this formula, charge and spin   190.1 kJ/mol
Spin multiplicity   3
Net charge   +1
<S²>   2.0105
Gap between HOMO and LUMO (spin up / spin down)   7.21 / 6.12 eV


Entry 8:
Computed, not measured: the molecule C3H8NO2P in a non-equilibrium geometry, with ωB97M-V/def2-TZVPD.

```
15
Properties=species:S:1:pos:R:3:mulliken_charge:R:1
P -1.05639 0.27640 -0.04754 1.0505
O -2.59756 0.65314 0.07308 -0.7229
O -0.00834 1.49759 0.18386 -0.3135
N -0.55165 -0.90073 1.10988 -0.4510
C -0.65477 -0.27579 -1.75666 -1.0905
C 1.23104 1.40233 0.86414 -0.6123
C -1.47786 -1.52904 1.68336 -0.2379
H 1.25186 0.82772 1.78823 0.3023
H 0.09308 -0.97620 -1.73955 0.3927
H -0.28908 0.60825 -2.28655 0.3210
H -2.54226 -1.18003 1.54363 0.2509
H 1.33489 2.48515 1.29727 0.2180
H 1.95472 1.04192 0.15415 0.2846
H -1.36318 -2.25810 2.53631 0.2527
H -1.40494 -0.73168 -2.36355 0.3553
```

Output
Highest occupied orbital energy   -9.85 eV
E_tot   -665.70145 Eh
SMILES   C=N[P@@](C)(=O)OC
ΔE to the lowest compared entry with this formula, charge and spin   40.8 kJ/mol
Gap between HOMO and LUMO   10.41 eV